Density functional theory data (ωB97M-V with the def2-TZVPD basis set) for 2 unconnected molecules or ions with the total composition C10H16 at a distorted geometry.

The spin multiplicity is 1. As for the HOMO energy: -9.0 eV. As for the SMILES: CCc1ccccc1.CC. The value obtained for the energy above the lowest of the compared OMol25 structures with the same formula, charge and spin is 23.5 kcal/mol.

Last column: natural (NBO) charge in e.
Element x y z (Å)
1 C 0.107 2.175 -2.191  -0.607
2 C -1.207 2.081 -3.010  -0.608
3 H 0.647 1.256 -2.396  0.207
4 H 0.564 3.124 -2.463  0.205
5 H -0.057 2.224 -1.123  0.195
6 H -1.635 3.070 -3.181  0.202
7 H -1.948 1.469 -2.503  0.203
8 H -1.022 1.499 -3.923  0.203
9 C -0.593 -0.012 2.487  -0.425
10 C 0.657 0.208 3.406  -0.610
11 C -0.201 -0.772 1.251  -0.003
12 C -0.447 -2.145 1.024  -0.217
13 C 0.498 -0.152 0.198  -0.214
14 C 0.128 -2.919 0.028  -0.210
15 C 0.909 -0.889 -0.901  -0.222
16 C 0.741 -2.255 -1.050  -0.213
17 H -1.343 -0.569 3.051  0.212
18 H -1.028 0.931 2.154  0.214
19 H 1.528 0.133 2.743  0.214
20 H -1.031 -2.630 1.809  0.202
21 H 0.698 0.915 0.217  0.211
22 H -0.126 -3.957 -0.159  0.213
23 H 1.525 -0.482 -1.679  0.207
24 H 1.164 -2.865 -1.834  0.214
25 H 0.933 -0.593 4.103  0.213
26 H 0.541 1.152 3.944  0.213

=====

Density functional theory data (ωB97M-V with the def2-TZVPD basis set) for C3H5N3O in the gas phase.

The spin multiplicity is 1. As for the HOMO energy: -8.0 eV. The value obtained for the energy above the lowest of the compared OMol25 structures with the same formula, charge and spin is 84.2 kcal/mol.

Last column: natural (NBO) charge in e.
Element x y z (Å)
1 N 1.319 1.454 0.103  -0.654
2 C 1.170 -1.002 -0.036  -0.226
3 C 0.066 -1.807 0.041  -0.228
4 N -1.121 -1.044 0.053  -0.528
5 C -0.775 0.235 0.009  0.640
6 O -1.700 1.201 0.010  -0.646
7 N 0.559 0.281 -0.080  -0.248
8 H 1.486 1.937 -0.772  0.354
9 H 2.212 1.063 0.405  0.394
10 H -0.006 -2.885 0.092  0.210
11 H -2.078 -1.364 0.089  0.423
12 H -1.277 2.065 0.105  0.508

=====

In the order shown, the computed frontier orbital gap values come out to 10.0; 8.5 eV.